{"formula": "C18H62N16O18", "method": "the ωB97M-V functional and the def2-TZVPD basis", "symbols": ["C", "O", "N", "N", "H", "H", "H", "H", "C", "O", "N", "N", "H", "H", "H", "H", "C", "O", "N", "N", "H", "H", "H", "H", "C", "O", "N", "N", "H", "H", "H", "H", "C", "O", "N", "N", "H", "H", "H", "H", "C", "O", "N", "N", "H", "H", "H", "H", "C", "O", "N", "N", "H", "H", "H", "H", "C", "O", "N", "N", "H", "H", "H", "H", "C", "C", "O", "O", "H", "H", "H", "H", "H", "H", "C", "C", "O", "O", "H", "H", "H", "H", "H", "H", "C", "C", "O", "O", "H", "H", "H", "H", "H", "H", "C", "C", "O", "O", "H", "H", "H", "H", "H", "H", "C", "C", "O", "O", "H", "H", "H", "H", "H", "H"], "xyz": [[-4.26960, -10.48941, -5.89974], [-5.01707, -11.28611, -5.34404], [-4.35636, -9.13814, -5.73728], [-3.23771, -10.82624, -6.69775], [-3.74530, -8.47357, -6.18011], [-5.09013, -8.79994, -5.14044], [-3.12691, -11.82000, -6.82466], [-2.47656, -10.25749, -7.01694], [-3.31766, -2.45763, -6.25636], [-3.15331, -1.92087, -7.35651], [-2.34088, -2.57646, -5.32141], [-4.51081, -2.83829, -5.77889], [-2.37830, -3.06644, -4.44599], [-1.63162, -1.89445, -5.54425], [-4.49673, -3.06552, -4.79130], [-5.29267, -2.44561, -6.27767], [-9.12396, -4.02204, -0.80886], [-9.42454, -3.14062, -0.00110], [-8.24376, -5.00317, -0.51115], [-9.54638, -3.99225, -2.08535], [-7.70363, -5.10886, 0.32818], [-8.05015, -5.64647, -1.26366], [-9.42079, -4.74063, -2.74646], [-10.23387, -3.29464, -2.31012], [-1.89677, -3.95651, 0.64748], [-2.62638, -4.90538, 0.31754], [-1.48176, -3.84011, 1.92050], [-1.40754, -3.02940, -0.20384], [-1.71862, -4.57371, 2.56382], [-0.80068, -3.12568, 2.10664], [-1.81240, -3.07992, -1.12890], [-1.05201, -2.18364, 0.20463], [0.42244, -3.99310, -3.48890], [-0.79494, -4.18682, -3.37664], [1.19373, -4.87731, -4.12501], [0.98717, -2.90442, -2.98130], [2.18538, -4.70515, -4.07436], [0.92962, -5.73265, -4.56944], [0.35985, -2.24682, -2.55884], [1.97737, -2.76679, -3.07201], [-5.88057, -4.54000, 2.55509], [-7.02691, -4.58437, 3.02022], [-4.93102, -3.71702, 3.01769], [-5.45354, -5.50618, 1.71067], [-5.22411, -3.02771, 3.68767], [-3.99051, -3.79772, 2.67702], [-4.53555, -5.34247, 1.32477], [-6.07048, -6.27706, 1.54005], [-7.31007, 0.11607, -4.45762], [-8.20553, 0.52250, -5.18576], [-5.98406, 0.44456, -4.57618], [-7.51392, -0.67631, -3.37668], [-5.36005, 0.32247, -3.81440], [-5.70933, 1.04783, -5.33290], [-8.41668, -0.89199, -2.99239], [-6.73480, -0.83031, -2.74318], [0.25631, -8.98142, -2.95657], [0.59570, -10.02845, -3.50071], [0.73610, -7.74582, -3.31147], [-0.77124, -8.85784, -2.08423], [0.36653, -6.91505, -2.89050], [1.30298, -7.75134, -4.14241], [-1.27886, -7.98930, -2.07964], [-1.21218, -9.69964, -1.75623], [-8.13998, -8.39263, -1.86151], [-6.93250, -9.26214, -2.11142], [-5.80206, -8.62789, -1.51300], [-8.00987, -7.13593, -2.56853], [-8.16976, -8.16498, -0.79402], [-9.01326, -8.95273, -2.18789], [-6.77111, -9.34330, -3.18936], [-7.17629, -10.21651, -1.63780], [-5.14562, -9.33035, -1.45355], [-7.15301, -6.76437, -2.32326], [-7.75141, -6.63411, -5.55650], [-8.85273, -7.62914, -5.36647], [-9.70318, -7.76540, -6.48946], [-6.71868, -7.18492, -6.38010], [-7.26788, -6.25368, -4.66100], [-8.15037, -5.75490, -6.07445], [-9.64639, -7.11345, -4.80900], [-8.45348, -8.51994, -4.87618], [-9.21893, -8.14362, -7.23630], [-6.98845, -7.18841, -7.30220], [-4.29003, -5.86688, -3.33033], [-4.91796, -4.76759, -2.50414], [-4.32225, -3.52154, -2.94078], [-2.86450, -6.00203, -3.03993], [-4.49076, -5.74152, -4.39784], [-4.65204, -6.86621, -3.08438], [-4.74839, -4.94239, -1.44022], [-5.97766, -4.58127, -2.69863], [-4.75704, -2.76869, -2.52087], [-2.48953, -5.11586, -2.93547], [-5.82200, -0.95682, 0.70029], [-5.11156, -1.72383, -0.37048], [-5.24581, -1.09904, -1.66015], [-5.14409, 0.25496, 1.02112], [-5.83485, -1.58276, 1.59169], [-6.84721, -0.80297, 0.35359], [-5.52774, -2.72480, -0.49152], [-4.03959, -1.79234, -0.16298], [-5.01892, -0.16407, -1.63774], [-4.85281, 0.73220, 0.24079], [-1.98376, -5.95139, -6.60246], [-2.58228, -6.02615, -8.01658], [-3.96662, -6.35082, -7.88403], [-2.22506, -7.23813, -5.96568], [-2.41097, -5.24629, -5.88717], [-0.90515, -5.82062, -6.47698], [-2.18839, -6.87468, -8.58028], [-2.49423, -5.07827, -8.54142], [-4.11930, -6.93305, -7.13808], [-1.87704, -7.36358, -5.07914]], "lowdin_charge": [-0.691, 0.008, 0.165, 0.155, 0.045, 0.079, 0.105, 0.098, -0.710, 0.002, 0.150, 0.173, 0.050, 0.104, 0.055, 0.113, -0.696, 0.004, 0.181, 0.163, 0.076, 0.042, 0.089, 0.107, -0.682, 0.005, 0.161, 0.175, 0.117, 0.104, 0.094, 0.104, -0.670, -0.016, 0.183, 0.185, 0.113, 0.082, 0.107, 0.110, -0.707, 0.011, 0.168, 0.167, 0.117, 0.068, 0.056, 0.106, -0.682, 0.026, 0.153, 0.157, 0.061, 0.108, 0.103, 0.046, -0.678, 0.026, 0.136, 0.159, 0.073, 0.097, 0.081, 0.107, -0.193, -0.232, -0.070, -0.118, 0.121, 0.129, 0.115, 0.130, 0.093, 0.054, -0.234, -0.262, -0.053, -0.075, 0.093, 0.128, 0.124, 0.116, 0.086, 0.088, -0.192, -0.193, -0.106, -0.091, 0.113, 0.103, 0.105, 0.118, 0.043, 0.022, -0.215, -0.200, -0.116, -0.042, 0.110, 0.134, 0.122, 0.117, 0.090, 0.071, -0.175, -0.187, -0.076, -0.131, 0.092, 0.108, 0.117, 0.123, 0.030, 0.071], "energy_ev": -80372.9308, "e_homo_ev": -9.47, "largest_force_ev_per_a": 3.603, "spin_multiplicity": 1}